No. 1
# C16H18BFIO6P

An isolated molecule of C16H18BFIO6P at a distorted geometry (ωB97M-V/def2-TZVPD, OMol25).

- Energy above the lowest of the compared OMol25 structures with the same formula, charge and spin: 1.950 eV
- DFT total energy: -49951.081 eV
- HOMO-LUMO gap: 7.12 eV
- Structure (SMILES): CC[C@H](F)c1c(I)c2c(c(CCO)c1P(O)O)C(=O)C(B(C)O)=CC2=O

Atoms and positions in Å:
I -1.308 2.344 -3.633
P 2.339 1.513 1.202
F 0.727 4.033 -0.421
O -4.552 -4.290 -0.155
O 3.554 0.338 1.245
O 1.681 1.779 2.732
O -2.472 -0.630 -3.684
O -0.894 -3.184 0.238
O 2.842 -2.227 2.392
C -3.391 -1.486 -1.655
C -0.718 -0.863 -0.511
C 0.354 -0.370 0.333
C 0.796 -1.204 1.568
C 2.769 3.148 -1.575
C -2.968 -2.222 -0.587
C -1.450 -2.216 -0.211
C -1.177 -0.071 -1.672
C -2.338 -0.685 -2.489
C -0.545 1.207 -1.947
C 0.554 1.762 -1.134
C 1.978 -2.219 1.253
C -4.811 -2.395 1.553
C 3.383 4.204 -0.552
C 1.195 3.154 -1.447
C 0.986 0.945 0.017
B -4.090 -3.016 0.236
H -4.746 -3.078 2.438
H 4.410 0.791 1.202
H 3.743 -1.974 2.143
H 3.016 4.054 0.487
H -0.103 -1.760 1.951
H 0.759 1.458 2.722
H -5.896 -2.173 1.358
H -4.950 -4.687 0.641
H -4.474 -1.467 -1.911
H 2.582 -1.841 0.381
H 3.091 3.456 -2.604
H 0.803 3.598 -2.399
H 3.214 2.151 -1.324
H 3.176 5.244 -0.928
H -4.284 -1.442 1.834
H 1.563 -3.219 0.983
H 4.505 4.126 -0.504
H 1.147 -0.585 2.435



No. 2
# C16H18Br2N3OPb

C16H18Br2N3OPb as an isolated structure at a distorted geometry (ωB97M-V/def2-TZVPD, OMol25).

- Energy above the lowest of the compared OMol25 structures with the same formula, charge and spin: 0.000 eV
- DFT total energy: -168704.132 eV
- HOMO-LUMO gap (alpha / beta): 5.81 / 4.53 eV
- Total charge: +3

Atoms and positions in Å:
Pb 19.662 4.423 4.876
Br 20.770 3.148 7.645
Br 23.216 4.616 5.787
O 20.066 6.262 5.828
N 17.314 4.280 5.438
N 12.249 4.554 4.327
N 12.519 5.234 6.489
C 8.626 4.667 5.303
C 22.168 4.607 7.399
C 11.167 5.164 6.236
C 10.084 5.400 7.103
C 15.223 3.978 4.318
C 16.574 3.858 4.355
C 13.127 4.755 5.389
C 9.675 4.642 4.361
C 20.270 7.508 5.180
C 10.955 4.859 4.847
C 20.054 8.545 6.314
C 8.859 4.889 6.638
C 19.277 7.784 4.059
C 16.658 4.825 6.500
C 14.559 4.654 5.352
C 15.310 4.952 6.502
H 20.055 9.544 5.824
H 21.590 5.504 7.519
H 17.113 3.404 3.529
H 19.405 7.050 3.196
H 20.770 8.498 7.113
H 14.737 5.321 7.342
H 8.073 4.679 7.346
H 19.393 8.831 3.754
H 22.900 4.352 8.190
H 17.246 5.126 7.376
H 21.295 7.570 4.778
H 12.427 4.267 3.399
H 7.603 4.386 4.952
H 10.151 5.997 8.023
H 19.021 8.416 6.668
H 9.488 4.274 3.367
H 18.266 7.718 4.442
H 14.706 3.543 3.466



No. 3
# C16H18BrCuS3

C16H18BrCuS3 as an isolated structure (ωB97M-V/def2-TZVPD, OMol25).

- DFT total energy: -164066.341 eV
- HOMO-LUMO gap (alpha / beta): 8.65 / 6.56 eV
- 2S+1: 2
- Total charge: +1

Atoms and positions in Å:
Br 0.657 2.569 1.172
Cu 0.425 0.667 -0.533
S 2.846 1.001 -1.085
S 0.323 -0.699 -2.432
S 1.208 -1.248 0.914
C -1.097 2.236 1.851
C -1.497 0.604 -0.018
C 1.818 -0.246 -3.342
C -2.400 -0.203 -0.653
C -3.231 1.165 1.640
C 0.803 -2.306 -1.714
C 2.982 -1.325 0.542
C 0.503 -2.469 -0.228
C -4.122 0.303 0.954
C -1.487 2.923 2.954
C 3.585 0.045 0.268
C -2.796 2.722 3.445
C -3.643 1.871 2.800
C -1.912 1.326 1.140
C -3.724 -0.355 -0.168
C 3.080 -0.099 -2.503
H 3.473 0.696 1.137
H 3.429 -1.060 -2.132
H -2.133 -0.740 -1.555
H 3.485 -1.755 1.408
H -5.130 0.188 1.336
H 4.654 -0.047 0.073
H -0.817 3.617 3.443
H -4.415 -0.999 -0.697
H -3.118 3.259 4.327
H -0.569 -2.395 -0.038
H 1.970 -0.981 -4.133
H 1.859 -2.459 -1.927
H 0.820 -3.465 0.082
H 0.254 -3.071 -2.263
H 3.873 0.318 -3.120
H 1.556 0.697 -3.823
H 3.139 -2.013 -0.287
H -4.652 1.722 3.166



No. 4
# C16H18BrNPb

C16H18BrNPb as an isolated structure at a distorted geometry (ωB97M-V/def2-TZVPD, OMol25).

- DFT total energy: -93660.501 eV
- HOMO-LUMO gap: 5.08 eV
- Total charge: -2

Atoms and positions in Å:
Pb -0.044 -0.492 -0.510
Br 0.860 -2.721 0.643
N 0.031 0.404 1.379
C -2.287 1.540 1.461
C 0.627 0.825 3.529
C -2.094 -1.791 -0.752
C -1.982 -0.113 -2.431
C -1.273 -1.291 -2.914
C 2.074 0.732 -0.686
C -1.004 1.131 2.016
C -1.336 -2.319 -1.893
C -2.483 -0.409 -1.101
C 1.046 0.764 -2.792
C 2.426 -0.513 -1.371
C 1.215 1.528 -1.579
C -0.598 1.373 3.323
C 1.776 -0.496 -2.661
C 2.358 -0.446 2.280
C 1.054 0.212 2.357
H 3.003 -1.345 -0.928
H -2.258 2.070 0.470
H -1.254 1.949 3.967
H -3.047 0.712 1.429
H -2.205 -2.254 0.256
H -2.043 0.877 -2.917
H -0.747 -1.376 -3.875
H 3.094 0.311 2.601
H 1.264 0.830 4.392
H 2.365 -1.217 3.069
H -0.819 -3.291 -1.911
H 0.423 1.060 -3.640
H 1.781 -1.338 -3.377
H -3.027 0.284 -0.439
H 2.733 -0.943 1.344
H 2.345 1.008 0.352
H 0.711 2.473 -1.286
H -2.683 2.271 2.197



No. 5
# C16H18ClN6O4RhS3Se

C16H18ClN6O4RhS3Se as an isolated structure at a distorted geometry (ωB97M-V/def2-TZVPD, OMol25).

- Energy above the lowest of the compared OMol25 structures with the same formula, charge and spin: 1.104 eV
- DFT total energy: -147393.635 eV
- HOMO-LUMO gap (alpha / beta): 7.09 / 6.81 eV
- 2S+1: 5

Atoms and positions in Å:
Rh -0.180 -0.420 -1.228
Se 0.210 -1.994 -3.546
Cl 2.876 -2.217 1.985
S -4.581 -0.993 -2.909
S 0.038 0.440 1.037
S -1.555 3.995 -0.171
O -0.112 -2.570 -1.994
O -1.126 -2.047 -4.387
O 0.631 -0.417 -3.201
O 1.413 -2.778 -4.186
N -1.236 0.615 3.341
N -2.759 -2.835 -2.146
N 0.165 -1.065 3.299
N 0.898 3.152 -0.985
N -2.406 -0.583 -1.598
N -0.965 1.809 -1.377
C -4.217 0.608 -2.372
C -2.327 1.805 -1.216
C -3.077 -1.546 -2.185
C 3.549 1.399 -0.607
C -1.221 0.183 4.723
C -0.415 2.881 -0.904
C -2.830 2.897 -0.586
C -3.031 0.635 -1.716
C 3.558 0.333 1.555
C -0.348 -0.061 2.589
C 3.087 -0.822 0.979
C 3.044 0.261 -1.186
C 2.430 -2.104 -1.041
C 2.809 -0.928 -0.420
C -0.356 -1.093 4.653
C 3.808 1.448 0.763
H 2.420 -2.173 -2.113
H 0.454 -1.079 5.384
H -2.238 -0.011 5.077
H 2.256 -3.011 -0.487
H -3.197 -3.437 -2.827
H 1.292 3.800 -0.325
H -1.740 -2.992 -2.003
H -0.768 0.951 5.360
H 0.936 -1.634 2.967
H -3.844 3.125 -0.331
H 1.477 2.365 -1.256
H -1.618 1.494 3.037
H -4.858 1.431 -2.609
H 3.761 0.358 2.615
H 3.782 2.258 -1.220
H 2.848 0.220 -2.250
H -0.958 -1.993 4.813
H 4.219 2.341 1.205



No. 6
# C16H18F4N2S5SbSe4Ti

C16H18F4N2S5SbSe4Ti as an isolated structure (ωB97M-V/def2-TZVPD, OMol25).

- Energy above the lowest of the compared OMol25 structures with the same formula, charge and spin: 0.189 eV
- DFT total energy: -375953.235 eV
- HOMO-LUMO gap: 6.47 eV
- Total charge: -1

Atoms and positions in Å:
Sb -3.339 3.859 -0.180
Se -3.123 3.313 -2.491
Se -5.290 3.252 1.001
Se -1.870 0.304 0.778
Se -1.662 5.199 0.844
Ti 0.294 -0.016 0.459
S -0.999 -0.017 4.476
S 1.158 -1.284 3.076
S -0.750 -2.989 4.578
S -0.696 2.636 3.283
S 2.068 1.153 1.612
F -3.113 -4.699 -0.576
F 0.666 -5.933 1.939
F 1.915 -3.684 1.177
F -1.878 -2.439 -1.335
N 0.654 -1.737 -0.354
N 0.854 0.694 -1.525
C -1.880 -4.440 -0.117
C -0.063 0.842 -3.905
C -0.023 1.037 3.493
C 0.018 -5.061 1.152
C -1.260 -5.345 0.720
C 1.474 2.046 -1.577
C 0.735 3.718 3.479
C 1.012 0.456 2.833
C 1.380 -1.723 -1.617
C -0.336 0.591 -2.431
C 1.899 -0.315 -1.841
C -0.239 -1.518 4.077
C 0.656 -3.895 0.772
C 0.024 -2.951 -0.036
C -1.252 -3.270 -0.501
C 0.557 3.149 -1.093
H -1.006 0.723 -4.439
H 0.653 0.139 -4.336
H -0.288 3.322 -1.759
H 0.282 1.859 -4.094
H 1.117 4.083 -1.023
H -0.770 -0.396 -2.280
H 2.269 -0.182 -2.862
H -1.076 1.303 -2.070
H 2.729 -0.126 -1.157
H -1.759 -6.254 1.022
H 1.475 3.533 2.707
H 0.329 4.722 3.358
H 1.807 2.235 -2.603
H 0.722 -2.029 -2.442
H 2.370 2.000 -0.958
H 0.158 2.935 -0.099
H 1.170 3.614 4.471
H 2.229 -2.416 -1.606



No. 7
# C16H18F6N2O9

A 3-piece molecular cluster, C16H18F6N2O9 overall at a distorted geometry (ωB97M-V/def2-TZVPD, OMol25).

- DFT total energy: -54595.368 eV
- HOMO-LUMO gap: 9.53 eV
- Structure (SMILES): CC(=O)N(C(C)=O)C1=C(N)C(=O)OC1=O.CCOC(=O)C(F)(F)F.CCOC(=O)C(F)(F)F

Atoms and positions in Å:
F -3.191 2.709 3.029
F 3.340 -2.163 -8.826
F -3.304 1.208 1.509
F 2.027 -0.656 -8.028
F -1.993 0.930 3.208
F 4.110 -0.225 -8.309
O 3.244 2.090 -0.077
O 0.839 -1.500 -0.921
O -4.240 -0.332 4.155
O 2.840 -0.594 -1.063
O 0.001 -3.146 0.345
O 1.202 3.399 1.302
O 4.583 -1.522 -5.940
O 2.514 -2.356 -6.043
O -5.465 1.391 3.439
N -0.319 -0.968 2.497
N 1.773 1.192 1.487
C 3.257 -1.173 -7.926
C 3.105 1.556 0.943
C 2.675 -2.931 -4.733
C -0.540 2.047 0.607
C 3.555 -1.680 -6.515
C 1.850 -0.664 -0.472
C 2.383 -1.909 -3.655
C -3.206 1.394 2.827
C 1.381 -0.028 0.848
C 0.463 -0.930 1.302
C 0.879 2.289 1.149
C -6.694 1.182 5.526
C -4.343 0.697 3.573
C 0.354 -2.061 0.266
C -6.635 0.822 4.056
C 4.392 1.173 1.727
H -0.465 1.603 -0.406
H -6.639 2.264 5.658
H 2.428 -2.365 -2.672
H -1.075 3.012 0.609
H 4.926 2.081 2.040
H -5.853 0.750 6.070
H 4.149 0.499 2.572
H 1.962 -3.752 -4.666
H 0.357 -1.000 3.262
H -6.666 -0.257 3.905
H 3.098 -1.088 -3.688
H 4.996 0.564 1.024
H -1.119 1.351 1.226
H 3.671 -3.360 -4.619
H 1.391 -1.475 -3.798
H -0.887 -0.131 2.685
H -7.494 1.245 3.538
H -7.619 0.819 5.973



No. 8
# C16H18F7IN2O2SbTi

C16H18F7IN2O2SbTi as an isolated structure (ωB97M-V/def2-TZVPD, OMol25).

- Energy above the lowest of the compared OMol25 structures with the same formula, charge and spin: 0.955 eV
- DFT total energy: -80742.270 eV
- HOMO-LUMO gap (alpha / beta): 7.87 / 7.84 eV
- 2S+1: 2

Atoms and positions in Å:
I -4.646 -1.059 -3.746
Sb -2.076 -0.926 2.209
Ti 1.033 -0.178 0.912
F -2.851 -0.929 0.514
F -2.386 3.565 -3.665
F -0.517 -1.840 1.490
F -0.907 0.547 1.628
F -3.326 0.286 2.867
F -2.915 -2.505 2.722
F -1.120 -0.871 3.843
O 1.126 -3.756 -0.693
O 1.446 -1.590 -0.291
N 3.282 -0.041 0.944
N 1.553 -0.502 3.052
C 0.760 -2.615 -0.808
C -0.487 -2.231 -1.543
C 3.775 0.158 2.318
C -2.852 -1.564 -2.814
C -2.009 3.150 -1.378
C -1.917 -0.574 -2.560
C -1.550 3.178 -2.677
C 2.994 -0.761 3.237
C -2.614 -2.885 -2.452
C 0.175 2.383 -0.639
C -1.427 -3.217 -1.823
C -0.255 2.821 -2.997
C -1.142 2.754 -0.368
C 1.117 1.923 0.425
C -0.739 -0.920 -1.917
C 0.593 2.428 -1.974
H 4.847 -0.026 2.409
H 2.134 2.236 0.170
H -3.355 -3.646 -2.655
H 1.612 2.149 -2.220
H 3.306 -0.631 4.274
H 3.181 -1.801 2.961
H 3.653 0.666 0.320
H -3.029 3.436 -1.162
H 0.981 -1.250 3.435
H 3.592 1.200 2.591
H 1.266 0.327 3.570
H 0.000 -0.153 -1.723
H 0.077 2.855 -4.026
H -1.508 2.740 0.650
H -1.222 -4.238 -1.531
H -2.098 0.453 -2.842
H 3.582 -0.942 0.577
H 0.864 2.396 1.385



No. 9
# C16H18GdN2S

C16H18GdN2S as an isolated structure at a distorted geometry (ωB97M-V/def2-TZVPD, OMol25).

- DFT total energy: -51525.245 eV
- HOMO-LUMO gap (alpha / beta): 7.10 / 6.90 eV
- 2S+1: 8
- Total charge: +1

Atoms and positions in Å:
Gd 0.287 -0.508 -0.008
S 1.985 1.288 -0.059
N -6.382 1.271 -1.438
N -1.671 1.302 -0.726
C 2.652 -2.232 2.667
C -2.427 0.673 2.959
C -3.413 3.109 -1.947
C -2.979 1.054 -0.798
C 1.308 -0.068 2.828
C 0.097 0.617 2.885
C -2.057 3.371 -1.870
C 0.127 -2.128 2.515
C -3.886 1.920 -1.395
C -1.126 -0.059 2.779
C 3.487 -1.933 3.915
C 3.457 -1.940 1.394
C -5.274 1.571 -1.424
C -1.091 -1.440 2.567
C 1.346 -1.462 2.674
C -1.224 2.451 -1.257
H 2.406 -3.296 2.678
H 0.120 -3.209 2.444
H -4.098 3.800 -2.417
H 0.096 1.682 3.082
H 3.724 -0.885 1.333
H 2.903 -2.099 4.821
H 4.373 -2.529 1.393
H 4.354 -2.591 3.947
H -2.699 1.220 2.054
H -2.019 -1.999 2.551
H 3.844 -0.902 3.913
H -1.647 4.284 -2.278
H -3.332 0.127 -0.360
H 2.893 -2.202 0.492
H -0.162 2.633 -1.161
H 2.229 0.485 2.965
H -2.343 1.401 3.765
H -3.236 -0.014 3.202



No. 10
# C16H18INPtSbSe5Si

C16H18INPtSbSe5Si as an isolated structure (ωB97M-V/def2-TZVPD, OMol25).

- Energy above the lowest of the compared OMol25 structures with the same formula, charge and spin: 0.000 eV
- DFT total energy: -370871.896 eV
- HOMO-LUMO gap: 6.58 eV
- Total charge: -1

Atoms and positions in Å:
Pt -0.773 -0.213 1.041
I 1.481 -1.468 3.264
Sb -0.615 -4.152 -1.404
Se -2.406 -2.074 0.657
Se -2.045 -5.730 -0.459
Se -1.409 -2.588 -2.949
Se 1.699 -4.240 -0.950
Se -2.953 -0.159 1.872
Si 1.333 4.261 1.726
N 1.108 -0.828 0.407
C 1.456 -0.625 -0.873
C -4.406 0.387 -0.614
C -4.985 3.013 0.112
C -4.238 2.208 0.960
C -5.447 2.507 -1.094
C 3.203 4.100 1.775
C 3.398 -1.159 0.952
C 2.767 -0.659 -1.294
C -3.956 0.900 0.590
C 2.059 -1.105 1.297
C -5.154 1.199 -1.455
C 0.566 2.636 1.503
C 0.764 5.006 3.353
C 0.037 1.544 1.373
C 0.858 5.422 0.332
C 3.756 -0.919 -0.363
H 3.508 3.423 2.574
H 4.136 -1.380 1.708
H -0.226 5.546 0.284
H -5.504 0.804 -2.399
H 1.239 5.971 3.546
H 1.311 6.407 0.472
H -5.199 4.036 0.395
H -3.866 2.604 1.898
H 1.191 5.027 -0.630
H 3.588 3.705 0.833
H 2.988 -0.512 -2.341
H 1.009 4.333 4.177
H 3.671 5.072 1.954
H 4.797 -0.961 -0.655
H -6.034 3.133 -1.755
H -0.319 5.147 3.354
H 0.636 -0.442 -1.556
H -4.156 -0.627 -0.900



No. 11
# C16H18N2O3S

An isolated molecule of C16H18N2O3S (ωB97M-V/def2-TZVPD, OMol25).

- Energy above the lowest of the compared OMol25 structures with the same formula, charge and spin: 0.411 eV
- DFT total energy: -36843.248 eV
- HOMO-LUMO gap: 9.17 eV
- Structure (SMILES): CCCc1cc(=O)[nH]c(SCC(=O)OCc2ccccc2)n1

Atoms and positions in Å:
S -2.419 2.451 -0.716
O -3.027 -1.414 -0.601
O -1.844 0.035 -1.846
O 2.401 3.275 -1.060
N 0.198 2.821 -0.777
N -0.586 1.282 0.788
C -1.032 -1.468 2.303
C 0.904 0.161 2.374
C 1.746 1.733 0.636
C 2.480 -0.251 -1.737
C 0.693 1.090 1.213
C 2.765 -1.212 -0.781
C -3.217 0.928 -0.153
C 1.792 -2.121 -0.403
C 0.246 -1.117 -1.942
C -2.692 -0.296 -0.884
C -0.782 2.128 -0.165
C 1.224 -0.204 -2.314
C 0.534 -2.072 -0.976
C 1.558 2.658 -0.446
C -0.380 -0.315 3.053
C -1.138 -1.015 -2.525
H 1.533 0.685 3.099
H -1.235 -1.184 1.276
H -0.229 -2.776 -0.676
H -0.376 -2.336 2.295
H 3.746 -1.250 -0.331
H 3.231 0.467 -2.028
H -4.287 1.038 -0.332
H -1.076 0.521 3.123
H -0.022 3.473 -1.521
H 1.472 -0.703 2.019
H -1.110 -0.720 -3.576
H 1.000 0.546 -3.059
H -3.034 0.807 0.915
H 2.013 -2.874 0.340
H -1.694 -1.950 -2.405
H -0.141 -0.640 4.068
H -1.970 -1.753 2.773
H 2.755 1.572 0.976